Below is a 12-piece molecular cluster, C5H31NO13 overall in a non-equilibrium geometry, with properties calculated with ωB97M-V with the def2-TZVPD basis set.

Computed properties:
E ... -33796.338 eV

Structure (ORCA input):
```
! wB97M-V def2-TZVPD RIJCOSX def2/J DEFGRID3
* xyz 0 1
C -1.01265 2.09725 0.24448
C 0.51186 1.83963 0.27114
C 0.97488 0.33401 0.18720
C 0.43051 -0.26083 -1.07671
O -0.06612 -1.38205 -1.05429
N 2.40396 0.20016 0.00896
C 3.26877 -0.62383 0.71563
O 2.80527 -1.11378 1.73606
H -1.45476 1.15808 -0.09661
H -1.39132 2.36477 1.25383
H -1.30804 2.94717 -0.35638
H 0.87163 2.20892 -0.69388
H 0.86670 2.22172 1.25692
H 0.56373 -0.09880 1.08881
H 0.40242 0.25343 -2.04599
H 2.73249 0.64470 -0.84999
H 4.23672 -0.86191 0.30770
O -1.02762 -2.59565 1.25261
H -0.82791 -1.99708 0.52177
H -0.22736 -3.07993 1.47722
O 1.26077 0.26380 3.44892
H 1.75472 -0.30048 2.81823
H 1.69062 0.15087 4.29729
O -3.53114 1.05936 -1.48773
H -3.81775 0.12321 -1.53652
H -3.45661 1.16460 -0.52099
O 2.57150 -2.56524 -0.50997
H 2.60884 -3.50735 -0.33641
H 1.63300 -2.36272 -0.59519
O -3.34259 0.86753 1.40953
H -4.11980 0.34982 1.20791
H -2.68035 0.59107 2.06613
O -3.38087 -1.45447 -0.62558
H -2.85541 -2.03061 -1.20280
H -2.76007 -1.18039 0.05885
O 2.49991 1.44049 -2.63527
H 1.84065 2.03900 -3.03391
H 3.33717 1.70606 -3.02505
O -1.59501 -0.57068 3.17791
H -0.68192 -0.25315 3.16963
H -1.59716 -1.37986 2.64582
O 2.08811 -3.95002 1.62337
H 1.59660 -3.89052 2.45445
H 2.86535 -3.43491 1.88901
O 0.51166 3.28739 -3.36189
H -0.25361 2.69367 -3.48340
H 0.21293 3.86028 -2.65079
O -1.39902 1.26101 -3.17660
H -1.69387 0.57106 -3.78029
H -2.05985 1.19517 -2.45317
*
```